Record 1
ORCA calculation (the ωB97M-V functional and the def2-TZVPD basis) on a 2-piece molecular cluster, C3H8Br2Si overall at a distorted geometry.

Summary:
Multiplicity ... 1
Max |F| ... 0.06846 Eh/bohr
Frontier orbital gap ... 0.270 Ha
Total energy ... -151202.9719 eV
Relative energy (zero: lowest compared OMol25 entry of this formula, charge and spin) ... 55.9 kcal/mol

XYZ file:
```
14
Properties=species:S:1:pos:R:3:forces:R:3:mulliken_charge:R:1
C -0.5726 -0.8654 -1.1910 2.3 -2.4 -0.9 -1.441
C -1.0120 0.9785 0.4241 -2.5 -1.5 2.0 -1.305
C -0.5178 -0.4614 0.2403 2.4 1.3 1.6 0.301
Si 1.3618 -0.2726 0.8916 0.6 0.5 -1.8 0.497
Br 2.6611 2.5733 -0.0667 -1.0 -1.9 0.6 -0.503
Br 2.8161 -1.6616 -0.2535 -1.1 1.1 1.1 -0.164
H -0.2900 -1.9552 -1.2958 -0.3 1.0 0.1 0.355
H -1.5711 -0.8043 -1.4537 -2.1 0.2 -0.9 0.445
H 0.0477 -0.3655 -1.9870 -0.5 0.1 1.3 0.328
H -0.3126 1.6132 -0.0058 1.0 1.8 -0.5 0.375
H -1.2980 1.1794 1.5064 0.9 0.1 -1.2 0.340
H -1.9765 1.0719 -0.0801 0.1 0.1 -0.3 0.361
H -0.9965 -1.1462 0.9699 0.1 0.1 -0.7 0.403
H 1.6605 0.1160 2.3015 0.0 -0.4 -0.4 0.008
```
Positions in Å, forces in eV/Å.

Record 2
ORCA calculation (the ωB97M-V functional and the def2-TZVPD basis) on C3H8BrHfO3S as an isolated structure at a distorted geometry.

Summary:
Multiplicity ... 1
Max |F| ... 0.04786 Eh/bohr
Charge ... +3
Frontier orbital gap ... 0.046 Ha
Total energy ... -91521.4101 eV
Relative energy (zero: lowest compared OMol25 entry of this formula, charge and spin) ... 116.2 kcal/mol

XYZ file:
```
17
Properties=species:S:1:pos:R:3:forces:R:3:mulliken_charge:R:1
Hf -21.3712 -11.8614 -15.4884 -0.1 0.0 0.1 1.775
Br -19.8792 -7.1930 -13.7947 0.0 0.0 0.0 0.222
O -11.9226 -0.0314 -17.9425 0.2 -1.3 -0.8 -0.456
S -11.3761 -0.9178 -18.9429 1.3 2.0 -0.3 1.095
O -10.6274 -2.1201 -18.6501 -1.3 -0.2 0.2 -0.368
O -12.6147 -1.3206 -20.0174 1.7 0.3 0.4 -0.139
C -13.7919 -1.6264 -19.3862 -1.4 0.1 0.8 -0.277
C -13.7262 -2.9952 -18.6342 -0.7 -0.8 0.0 -0.875
C -10.2489 0.0193 -20.0492 -1.2 -0.6 -0.1 -0.834
H -14.5347 -1.6464 -20.1837 -0.1 -0.8 -0.5 0.321
H -14.1236 -0.8011 -18.7563 0.4 -0.1 0.7 0.379
H -13.0150 -2.9526 -17.8093 0.8 0.5 -0.1 0.357
H -13.5157 -3.7810 -19.3596 0.2 0.1 0.1 0.311
H -14.6028 -3.3166 -18.0717 -0.5 0.5 -0.5 0.367
H -10.9337 0.6503 -20.6157 0.1 0.2 0.0 0.350
H -9.8425 -0.7772 -20.6726 0.4 0.3 0.1 0.367
H -9.5610 0.5905 -19.4258 0.0 -0.2 0.0 0.405
```
Positions in Å, forces in eV/Å.

Record 3
ORCA calculation (the ωB97M-V functional and the def2-TZVPD basis) on C3H8BrN2 as an isolated structure at a distorted geometry.

Summary:
Multiplicity ... 1
Max |F| ... 0.09524 Eh/bohr
Charge ... +1
Frontier orbital gap ... 0.291 Ha
Total energy ... -76254.0734 eV
Relative energy (zero: lowest compared OMol25 entry of this formula, charge and spin) ... 74.7 kcal/mol

XYZ file:
```
14
Properties=species:S:1:pos:R:3:forces:R:3:mulliken_charge:R:1
C -0.8773 -1.4286 -0.6474 -0.2 -0.4 -0.1 0.039
C 1.6159 1.5943 0.4552 0.6 0.7 -0.4 -0.814
C -0.1498 -0.1785 -0.7077 1.5 3.6 2.8 -0.285
N -1.4453 -1.9444 0.3794 0.0 0.0 0.0 -0.203
N 0.6118 0.6787 0.8527 -2.6 -3.6 -2.1 -0.415
Br -1.5749 1.0199 -1.3609 0.4 -0.5 0.0 0.038
H -0.9958 -1.9317 -1.6091 -0.1 -0.1 0.2 0.386
H 2.0411 1.9397 1.4045 0.1 0.1 -0.1 0.325
H 2.4072 1.0793 -0.0887 0.0 0.1 0.0 0.334
H 1.2675 2.4692 -0.1030 0.1 0.0 -0.1 0.320
H 0.6811 -0.1502 -1.4068 -0.1 -0.2 0.0 0.392
H -2.0468 -2.7628 0.2846 0.3 0.2 0.1 0.278
H -1.3313 -1.5371 1.3037 0.0 0.0 0.0 0.293
H -0.2034 1.1523 1.2435 0.0 0.0 -0.4 0.313
```
Positions in Å, forces in eV/Å.